Entry 1:
{"formula": "C3H5ClO", "method": "the ωB97M-V functional and the def2-TZVPD basis", "symbols": ["C", "C", "C", "O", "Cl", "H", "H", "H", "H", "H"], "positions_angstrom": [[0.553, 1.450, -0.764], [-0.025, 0.683, 0.151], [0.025, -0.920, 0.176], [-0.328, -1.427, 1.373], [-0.983, -1.623, -1.103], [0.498, 2.548, -0.873], [0.991, 0.906, -1.583], [-0.628, 1.056, 0.971], [1.158, -1.557, 0.040], [-1.260, -1.117, 1.612]], "relative_energy_kj_mol": 153.64, "homo_energy_ev": -10.298, "gap_ev": 11.18, "smiles": "C=C[C@@H](O)Cl"}

Entry 2:
{"formula": "C31H30ClN9O4Tc", "method": "the ωB97M-V functional and the def2-TZVPD basis", "symbols": ["Tc", "N", "C", "C", "N", "H", "H", "H", "H", "H", "H", "H", "H", "O", "C", "O", "C", "C", "Cl", "N", "N", "C", "C", "O", "O", "C", "C", "C", "C", "C", "C", "H", "H", "H", "H", "H", "H", "C", "C", "N", "C", "C", "N", "C", "N", "N", "N", "C", "C", "C", "C", "C", "C", "H", "H", "H", "H", "H", "H", "H", "H", "H", "H", "H", "C", "C", "C", "C", "C", "C", "C", "H", "H", "H", "H", "H"], "positions_angstrom": [[0.006, 0.502, 0.097], [-0.899, 1.820, 1.650], [-1.401, 3.099, 1.039], [-0.610, 3.398, -0.215], [-0.611, 2.177, -1.112], [-1.599, 1.437, 2.281], [-0.096, 2.035, 2.241], [-1.313, 3.936, 1.726], [-2.460, 2.986, 0.814], [0.424, 3.617, 0.031], [-1.027, 4.260, -0.732], [0.026, 2.356, -1.881], [-1.527, 2.069, -1.536], [5.350, -0.841, 1.759], [4.464, -1.813, 1.876], [4.733, -2.970, 1.718], [3.026, -1.439, 2.131], [2.066, -2.289, 2.667], [2.283, -3.781, 3.400], [0.841, -1.740, 2.492], [0.964, -0.562, 1.831], [2.282, -0.369, 1.655], [2.664, 0.955, 1.068], [3.771, 1.406, 1.140], [1.600, 1.589, 0.574], [-0.384, -2.063, 3.199], [-0.337, -2.299, 4.564], [-1.518, -2.559, 5.245], [-2.733, -2.554, 4.575], [-2.770, -2.290, 3.212], [-1.592, -2.053, 2.519], [4.959, 0.046, 1.815], [0.604, -2.265, 5.102], [-1.486, -2.744, 6.312], [-3.650, -2.750, 5.118], [-3.719, -2.262, 2.688], [-1.598, -1.863, 1.459], [-1.097, -2.849, -1.029], [-2.062, -1.723, -0.888], [-1.824, -0.494, -0.386], [-3.045, 0.188, -0.396], [-3.993, -0.610, -0.921], [-3.355, -1.808, -1.227], [-4.023, -2.958, -1.867], [-5.284, -3.244, -1.263], [-6.410, -2.650, -1.825], [-7.423, -2.963, -1.112], [-6.980, -3.764, -0.061], [-7.697, -4.366, 0.963], [-6.971, -5.130, 1.912], [-5.594, -5.288, 1.820], [-4.868, -4.691, 0.790], [-5.604, -3.932, -0.146], [-0.122, -2.544, -0.669], [-1.001, -3.170, -2.069], [-1.413, -3.712, -0.438], [-3.168, 1.184, -0.005], [-5.041, -0.435, -1.127], [-3.380, -3.830, -1.822], [-4.224, -2.710, -2.904], [-8.777, -4.275, 1.014], [-7.506, -5.610, 2.723], [-5.079, -5.897, 2.554], [-3.791, -4.817, 0.720], [1.056, -0.461, -1.068], [2.134, -1.025, -1.686], [2.769, -2.152, -1.073], [3.992, -2.561, -1.526], [4.588, -1.891, -2.606], [3.955, -0.821, -3.253], [2.738, -0.381, -2.809], [2.291, -2.660, -0.243], [4.496, -3.391, -1.046], [5.566, -2.213, -2.949], [4.428, -0.338, -4.097], [2.239, 0.454, -3.289]], "total_charge": 3, "homo_energy_ev": -15.217, "gap_ev": 2.65}

Entry 3:
{"formula": "C7H9N4", "method": "the ωB97M-V functional and the def2-TZVPD basis", "symbols": ["C", "C", "C", "C", "C", "C", "C", "N", "N", "N", "N", "H", "H", "H", "H", "H", "H", "H", "H", "H"], "positions_angstrom": [[-3.457, -0.938, 0.585], [-2.590, -0.040, 1.029], [2.584, -1.488, -0.147], [1.289, -1.045, -0.229], [-2.511, -0.148, -1.228], [2.525, 0.758, -0.109], [-1.176, 1.547, -0.127], [-3.452, -0.907, -0.864], [3.381, -0.318, -0.180], [-1.998, 0.561, -0.102], [1.279, 0.322, -0.139], [-3.953, -1.548, 1.247], [-2.393, 0.178, 2.012], [3.097, -2.473, -0.066], [0.516, -1.744, -0.308], [-2.136, 0.012, -2.252], [2.693, 1.831, -0.031], [-0.854, 1.790, -1.043], [-0.789, 2.100, 0.833], [4.338, -0.433, 0.008]], "total_charge": 1, "relative_energy_kj_mol": 292.44, "homo_energy_ev": -12.458, "gap_ev": 6.94}

Entry 4:
{"formula": "C2H8NO", "method": "the ωB97M-V functional and the def2-TZVPD basis", "symbols": ["N", "H", "H", "H", "H", "C", "C", "O", "H", "H", "H", "H"], "positions_angstrom": [[1.860, -0.665, -0.695], [1.297, -0.731, 0.160], [2.775, -0.279, -0.411], [1.858, -1.547, -1.196], [1.327, 0.097, -1.148], [-1.394, 0.057, 1.402], [-1.391, 0.809, 0.321], [-0.610, 0.450, -0.780], [-1.822, 0.291, 2.356], [-0.956, -0.939, 1.330], [-1.835, 1.793, 0.242], [-1.109, 0.664, -1.581]], "total_charge": 1, "relative_energy_kj_mol": 110.82, "homo_energy_ev": -13.600, "gap_ev": 9.63}

Entry 5:
{"formula": "C32H31ClFIN4O3S2Ti", "method": "the ωB97M-V functional and the def2-TZVPD basis", "symbols": ["Ti", "C", "C", "N", "C", "C", "S", "C", "C", "S", "C", "N", "C", "H", "H", "H", "H", "H", "H", "H", "H", "Cl", "C", "C", "C", "I", "C", "O", "C", "N", "C", "C", "C", "C", "H", "H", "H", "H", "C", "C", "C", "C", "N", "C", "C", "H", "H", "H", "H", "H", "H", "H", "C", "C", "O", "H", "H", "H", "H", "H", "H", "O", "F", "C", "C", "C", "C", "C", "C", "C", "H", "H", "H", "H", "H", "H"], "positions_angstrom": [[-0.530, -0.267, -0.128], [1.508, 0.631, -3.971], [0.189, -0.082, -3.986], [-0.596, -0.440, -3.063], [-1.633, -1.138, -3.625], [-1.665, -1.273, -4.974], [-0.284, -0.526, -5.560], [-2.656, -1.602, -2.704], [-3.773, -2.265, -3.100], [-4.714, -2.713, -1.710], [-3.455, -2.010, -0.633], [-2.435, -1.398, -1.387], [-3.518, -1.902, 1.393], [1.771, 0.979, -2.971], [1.444, 1.523, -4.594], [2.280, -0.013, -4.388], [-2.405, -1.748, -5.592], [-4.089, -2.493, -4.106], [-4.760, -2.692, 2.116], [-3.633, -0.698, 1.696], [-2.132, -2.623, 2.178], [-5.014, -2.595, 5.666], [-3.913, -1.800, 4.525], [-3.293, -0.642, 4.945], [-2.334, 0.131, 4.205], [-1.721, 1.792, 5.366], [-1.883, -0.164, 2.931], [-1.082, 0.357, 2.077], [-2.545, -1.375, 2.466], [-1.948, -1.621, 0.896], [-2.547, -3.008, 0.240], [-3.529, -3.905, 1.143], [-4.168, -3.655, 2.512], [-3.682, -2.348, 3.280], [-3.530, -0.298, 5.941], [-1.995, -3.410, -0.620], [-3.747, -4.879, 0.706], [-4.750, -4.420, 3.020], [6.845, -1.315, 0.655], [5.373, -1.072, 0.477], [4.436, -1.501, 1.407], [3.088, -1.242, 1.195], [2.605, -0.589, 0.147], [3.506, -0.211, -0.759], [4.870, -0.421, -0.648], [7.044, -1.844, 1.587], [7.395, -0.373, 0.677], [7.242, -1.917, -0.165], [4.737, -2.038, 2.300], [2.351, -1.601, 1.910], [3.088, 0.227, -1.659], [5.526, -0.088, -1.444], [1.479, 1.251, 3.394], [0.598, 2.337, 2.824], [0.399, 2.241, 1.427], [1.571, 1.390, 4.474], [2.481, 1.309, 2.954], [1.074, 0.259, 3.193], [1.078, 3.299, 3.036], [-0.395, 2.377, 3.266], [1.307, 2.358, 1.120], [0.295, -1.676, -0.151], [1.093, 6.794, -3.465], [0.873, 5.534, -2.950], [1.175, 5.273, -1.628], [0.960, 4.008, -1.113], [0.449, 2.930, -1.893], [0.254, 1.613, -1.379], [0.132, 3.284, -3.233], [0.345, 4.551, -3.754], [1.579, 6.063, -1.006], [1.201, 3.843, -0.076], [0.580, 1.543, -0.369], [0.336, 0.691, -1.881], [-0.298, 2.527, -3.877], [0.097, 4.777, -4.785]], "total_charge": -2, "relative_energy_kj_mol": 2373.73, "homo_energy_ev": [0.245, -0.510], "gap_ev": [3.57, 4.33], "multiplicity": 3}

Number 1: calculated total energy -17760.18535 eV. Number 2: calculated total energy -68927.88606 eV. Number 3: calculated total energy -13356.04736 eV. Number 4: calculated total energy -5733.73558 eV. Number 5: calculated total energy -113892.91430 eV.